Molecular formula: C62H162N8O23
Method: DFT, ωB97M-V/def2-TZVPD

Its HOMO-LUMO gap is 0.32764 Ha. For the energy relative to the best compared isomer or geometry (same formula, charge and spin), the calculation gives 0.180 eV. The value obtained for the largest force on an atom is 2.59 eV/Å. The lowest unoccupied orbital energy comes out at 0.476 eV. For the total energy, the calculation gives -4627.5484 a.u. For the HOMO energy, the calculation gives -8.4390 eV.

CARTESIAN COORDINATES (ANGSTROEM)
C (-7.90, 6.87, -4.78)
O (-7.10, 5.75, -4.39)
C (-7.19, 4.68, -5.35)
C (-6.32, 3.52, -4.96)
N (-4.86, 3.88, -4.92)
C (-3.98, 2.88, -4.31)
C (-3.50, 1.83, -5.34)
O (-4.52, 0.89, -5.55)
C (-4.05, -0.25, -6.25)
H (-8.86, 6.45, -5.10)
H (-7.53, 7.53, -5.62)
H (-8.11, 7.45, -3.89)
H (-6.97, 5.12, -6.35)
H (-8.20, 4.32, -5.39)
H (-6.45, 2.80, -5.80)
H (-6.67, 3.00, -4.06)
H (-4.74, 4.74, -4.40)
H (-4.39, 2.36, -3.43)
H (-3.04, 3.33, -3.99)
H (-2.58, 1.39, -4.98)
H (-3.31, 2.39, -6.27)
H (-3.43, -0.90, -5.66)
H (-3.46, 0.11, -7.11)
H (-4.85, -0.85, -6.66)
C (-1.19, -5.28, 2.66)
O (-0.66, -5.05, 3.95)
C (-1.60, -5.35, 4.98)
C (-1.02, -4.86, 6.25)
N (-0.70, -3.43, 6.21)
C (-0.22, -3.06, 7.56)
C (0.54, -1.79, 7.56)
O (1.83, -2.00, 6.97)
C (2.50, -0.82, 6.56)
H (-2.13, -4.71, 2.55)
H (-1.43, -6.32, 2.36)
H (-0.53, -4.92, 1.86)
H (-1.88, -6.39, 4.99)
H (-2.53, -4.77, 4.85)
H (-0.16, -5.51, 6.49)
H (-1.80, -5.00, 7.01)
H (0.07, -3.32, 5.58)
H (0.44, -3.81, 7.99)
H (-1.12, -2.92, 8.17)
H (0.63, -1.41, 8.58)
H (0.06, -1.01, 6.93)
H (3.39, -1.08, 6.00)
H (2.77, -0.16, 7.38)
H (1.82, -0.21, 5.94)
C (3.92, -11.00, 0.45)
O (4.41, -9.69, 0.11)
C (3.35, -8.80, -0.19)
C (4.07, -7.58, -0.76)
N (3.22, -6.43, -0.99)
C (3.05, -5.63, 0.17)
C (2.51, -4.28, -0.13)
O (3.33, -3.58, -1.07)
C (2.81, -2.34, -1.41)
H (4.73, -11.74, 0.50)
H (3.23, -11.32, -0.35)
H (3.39, -11.05, 1.41)
H (2.71, -8.56, 0.66)
H (2.76, -9.18, -1.02)
H (4.55, -7.88, -1.71)
H (4.89, -7.30, -0.09)
H (3.51, -5.88, -1.77)
H (3.98, -5.43, 0.71)
H (2.41, -6.11, 0.95)
H (2.40, -3.68, 0.81)
H (1.52, -4.32, -0.59)
H (1.81, -2.47, -1.86)
H (3.43, -1.99, -2.20)
H (2.69, -1.64, -0.51)
C (-2.53, 4.96, 5.46)
O (-3.62, 4.97, 4.53)
C (-3.37, 4.05, 3.49)
C (-4.61, 4.01, 2.66)
N (-4.40, 3.28, 1.41)
C (-5.68, 3.34, 0.68)
C (-5.67, 2.40, -0.51)
O (-5.20, 1.14, -0.06)
C (-5.16, 0.28, -1.18)
H (-2.40, 4.02, 6.01)
H (-2.63, 5.73, 6.19)
H (-1.63, 5.20, 4.94)
H (-3.11, 3.04, 3.86)
H (-2.53, 4.44, 2.90)
H (-4.89, 5.04, 2.39)
H (-5.42, 3.56, 3.30)
H (-4.17, 2.30, 1.57)
H (-5.73, 4.34, 0.23)
H (-6.55, 3.12, 1.30)
H (-4.96, 2.78, -1.24)
H (-6.66, 2.30, -0.94)
H (-4.87, -0.72, -0.84)
H (-4.45, 0.61, -1.94)
H (-6.14, 0.18, -1.68)
C (9.47, -2.65, 1.31)
O (8.42, -1.87, 0.73)
C (8.39, -2.00, -0.64)
C (7.30, -1.07, -1.18)
N (7.62, 0.35, -0.96)
C (6.86, 1.32, -1.73)
C (5.46, 1.76, -1.22)
O (4.46, 0.77, -1.54)
C (3.24, 1.33, -1.17)
H (9.43, -2.43, 2.36)
H (10.43, -2.29, 0.99)
H (9.28, -3.69, 1.13)
H (8.11, -3.06, -0.95)
H (9.33, -1.72, -1.09)
H (6.35, -1.35, -0.78)
H (7.24, -1.21, -2.26)
H (7.47, 0.60, 0.02)
H (6.74, 0.96, -2.76)
H (7.46, 2.23, -1.69)
H (5.15, 2.67, -1.73)
H (5.46, 2.02, -0.15)
H (2.45, 0.60, -1.34)
H (3.08, 2.22, -1.76)
H (3.18, 1.57, -0.09)
C (-6.08, -5.80, -2.40)
O (-5.06, -4.88, -2.57)
C (-3.92, -5.35, -3.25)
C (-2.88, -4.29, -3.20)
N (-2.42, -4.00, -1.82)
C (-1.39, -2.95, -1.69)
C (-1.35, -2.61, -0.23)
O (-2.63, -2.09, 0.17)
C (-2.66, -1.39, 1.43)
H (-6.29, -6.36, -3.29)
H (-7.02, -5.27, -2.21)
H (-5.93, -6.58, -1.63)
H (-4.23, -5.62, -4.28)
H (-3.52, -6.24, -2.75)
H (-3.23, -3.45, -3.85)
H (-2.01, -4.67, -3.75)
H (-3.27, -3.71, -1.34)
H (-1.66, -2.09, -2.34)
H (-0.38, -3.33, -1.89)
H (-0.62, -1.85, 0.06)
H (-1.14, -3.52, 0.41)
H (-3.67, -1.16, 1.72)
H (-2.07, -0.50, 1.36)
H (-2.21, -2.06, 2.17)
C (-1.80, 1.10, -1.59)
O (-0.40, 1.39, -1.55)
C (0.02, 2.66, -1.00)
C (-0.17, 2.70, 0.53)
N (0.58, 1.70, 1.21)
C (0.03, 1.38, 2.58)
C (0.80, 0.25, 3.23)
O (0.66, -0.98, 2.57)
C (1.29, -1.98, 3.22)
H (-2.42, 1.97, -1.89)
H (-2.21, 0.75, -0.62)
H (-2.00, 0.32, -2.31)
H (-0.63, 3.40, -1.52)
H (1.07, 2.82, -1.29)
H (-1.25, 2.59, 0.68)
H (0.12, 3.70, 0.86)
H (0.53, 0.86, 0.57)
H (-1.08, 1.26, 2.65)
H (0.22, 2.26, 3.25)
H (0.28, 0.20, 4.19)
H (1.85, 0.51, 3.37)
H (2.39, -1.77, 3.24)
H (1.08, -2.94, 2.78)
H (1.04, -2.03, 4.29)
C (1.80, 4.87, -3.41)
O (1.12, 4.68, -4.65)
C (-0.15, 4.07, -4.53)
C (-0.82, 4.07, -5.91)
N (-0.28, 3.07, -6.82)
C (1.07, 3.27, -7.37)
C (1.15, 4.50, -8.30)
O (0.18, 4.36, -9.33)
C (0.15, 5.45, -10.18)
H (1.21, 5.53, -2.76)
H (2.74, 5.37, -3.64)
H (1.98, 3.87, -2.96)
H (-0.78, 4.70, -3.85)
H (0.03, 3.10, -4.07)
H (-0.79, 5.13, -6.22)
H (-1.85, 3.93, -5.63)
H (-0.88, 3.08, -7.64)
H (1.36, 2.38, -7.94)
H (1.91, 3.22, -6.70)
H (2.15, 4.53, -8.72)
H (0.92, 5.38, -7.67)
H (-0.51, 5.38, -11.04)
H (1.10, 5.69, -10.68)
H (-0.08, 6.41, -9.75)
C (0.83, -0.73, -3.95)
C (0.00, 0.24, -4.72)
O (0.63, 0.52, -5.98)
H (1.72, -0.26, -3.54)
H (1.10, -1.61, -4.56)
H (0.30, -1.02, -3.07)
H (-0.07, 1.12, -4.04)
H (-1.03, -0.10, -4.89)
H (0.16, 1.34, -6.28)
C (0.52, 4.26, 6.65)
C (0.41, 2.81, 6.27)
O (-0.33, 2.02, 7.18)
H (1.19, 4.34, 7.52)
H (-0.43, 4.67, 6.90)
H (0.93, 4.83, 5.81)
H (1.39, 2.36, 6.06)
H (-0.24, 2.76, 5.41)
H (-0.05, 2.14, 8.09)
C (5.17, -2.38, 2.08)
C (5.12, -0.94, 1.58)
O (6.35, -0.29, 1.90)
H (6.13, -2.80, 1.70)
H (4.39, -3.00, 1.63)
H (5.07, -2.45, 3.15)
H (4.30, -0.45, 2.06)
H (4.86, -0.91, 0.55)
H (7.06, -0.85, 1.54)
C (4.34, 4.98, 1.57)
C (3.02, 4.36, 1.35)
O (2.90, 3.16, 2.15)
H (4.64, 4.94, 2.61)
H (4.36, 6.01, 1.17)
H (5.13, 4.45, 0.97)
H (2.81, 4.06, 0.29)
H (2.17, 5.06, 1.63)
H (2.21, 2.60, 1.69)
C (-1.89, 6.51, -1.45)
C (-2.53, 5.83, -0.21)
O (-2.76, 4.47, -0.35)
H (-1.74, 7.54, -1.28)
H (-2.53, 6.29, -2.30)
H (-0.90, 6.10, -1.63)
H (-3.46, 6.29, 0.04)
H (-1.87, 6.00, 0.67)
H (-3.41, 4.08, 0.29)
C (2.51, -5.98, 4.44)
C (2.81, -4.67, 5.07)
O (2.32, -4.54, 6.38)
H (1.45, -6.08, 4.27)
H (2.90, -6.78, 5.04)
H (3.04, -6.03, 3.44)
H (2.40, -3.91, 4.40)
H (3.87, -4.46, 5.04)
H (2.54, -3.66, 6.69)
C (-2.75, -0.35, 4.66)
C (-3.14, -0.94, 5.98)
O (-3.64, -2.24, 5.69)
H (-3.52, -0.30, 3.92)
H (-1.93, -0.90, 4.18)
H (-2.38, 0.68, 4.80)
H (-3.89, -0.30, 6.44)
H (-2.32, -0.97, 6.68)
H (-3.08, -2.90, 6.14)


Molecular formula: C62H39Cl2I4N5OScSe
Method: DFT, ωB97M-V/def2-TZVPD

Its HOMO-LUMO gap (spin up / spin down) is 0.12839 / 0.12841 Ha. For the energy relative to the best compared isomer or geometry (same formula, charge and spin), the calculation gives 0.000 eV. As for the net charge: -1. The value obtained for the largest force on an atom is 2.92 eV/Å. The lowest unoccupied orbital energy (spin up / spin down) comes out at 0.241 / 0.241 eV. For the total energy, the calculation gives -8008.6223 a.u. For the HOMO energy (spin up / spin down), the calculation gives -3.2530 / -3.2528 eV.

CARTESIAN COORDINATES (ANGSTROEM)
Sc (0.78, 0.34, 0.48)
I (-1.01, -9.07, 3.93)
C (-0.43, -7.15, 3.22)
C (0.86, -6.93, 2.73)
C (1.23, -5.65, 2.30)
C (0.35, -4.58, 2.39)
C (-0.93, -4.81, 2.92)
C (-1.38, -6.10, 3.27)
C (0.67, -3.15, 1.91)
C (1.12, -3.02, 0.59)
C (1.38, -4.12, -0.28)
C (1.96, -3.64, -1.42)
C (2.05, -2.22, -1.27)
C (2.66, -1.41, -2.24)
C (3.19, -2.02, -3.50)
C (4.12, -3.03, -3.48)
C (4.59, -3.59, -4.68)
C (4.17, -3.06, -5.87)
I (4.84, -3.98, -7.62)
C (3.31, -1.93, -5.92)
C (2.80, -1.44, -4.72)
C (2.98, -0.04, -1.96)
N (2.47, 0.76, -0.93)
C (2.88, 2.04, -1.15)
C (2.59, 3.19, -0.34)
C (2.87, 4.52, -0.93)
C (2.61, 4.78, -2.29)
C (2.99, 5.98, -2.90)
C (3.51, 7.03, -2.12)
I (4.01, 8.82, -3.07)
C (3.76, 6.81, -0.76)
C (3.50, 5.54, -0.21)
C (1.95, 3.12, 0.93)
C (1.53, 4.22, 1.74)
C (0.95, 3.69, 2.87)
C (1.07, 2.27, 2.83)
N (1.59, 1.94, 1.58)
C (0.64, 1.40, 3.87)
C (0.61, 0.00, 3.66)
C (0.40, -0.93, 4.70)
C (0.35, -2.17, 4.16)
C (0.57, -2.03, 2.78)
N (0.76, -0.68, 2.47)
C (0.21, 2.04, 5.16)
C (-0.91, 1.57, 5.89)
C (-1.34, 2.12, 7.13)
C (-0.72, 3.29, 7.57)
I (-1.40, 4.12, 9.39)
C (0.28, 3.92, 6.78)
C (0.84, 3.19, 5.74)
C (3.76, 2.08, -2.27)
C (3.77, 0.81, -2.80)
N (1.41, -1.81, -0.10)
H (1.56, -7.79, 2.63)
H (2.17, -5.51, 1.80)
H (-1.54, -3.88, 2.94)
H (-2.38, -6.24, 3.64)
H (1.22, -5.14, -0.05)
H (2.32, -4.26, -2.26)
H (4.41, -3.45, -2.51)
H (5.29, -4.47, -4.69)
H (3.07, -1.50, -6.89)
H (2.12, -0.59, -4.73)
H (2.08, 4.00, -2.86)
H (2.88, 6.11, -3.99)
H (4.17, 7.56, -0.11)
H (3.87, 5.30, 0.78)
H (1.53, 5.25, 1.44)
H (0.51, 4.27, 3.65)
H (0.38, -0.72, 5.79)
H (0.19, -3.14, 4.62)
H (-1.40, 0.71, 5.51)
H (-2.14, 1.67, 7.70)
H (0.64, 4.93, 6.96)
H (1.81, 3.52, 5.32)
H (4.29, 2.93, -2.64)
H (4.28, 0.49, -3.69)
Cl (-3.30, 2.23, 2.71)
C (-2.86, 2.67, 1.14)
C (-3.38, 3.78, 0.51)
C (-3.01, 4.08, -0.79)
Cl (-3.78, 5.42, -1.59)
C (-2.06, 3.32, -1.47)
C (-1.82, 3.45, -2.86)
C (-0.91, 2.64, -3.46)
C (-0.07, 1.82, -2.67)
N (-0.33, 1.60, -1.39)
C (-1.37, 2.26, -0.81)
C (-1.80, 1.92, 0.53)
O (-1.26, 0.88, 1.13)
H (-4.14, 4.41, 1.00)
H (-2.37, 4.23, -3.42)
H (-0.79, 2.58, -4.56)
H (0.76, 1.27, -3.15)
C (-7.42, -2.99, -1.91)
C (-5.94, -2.72, -1.93)
C (-5.42, -1.76, -2.80)
C (-4.07, -1.51, -2.89)
C (-3.52, -0.43, -3.75)
C (-3.24, -2.18, -1.95)
Se (-1.36, -2.02, -2.19)
C (-3.77, -3.04, -0.96)
C (-2.87, -3.57, 0.13)
C (-5.09, -3.38, -0.98)
H (-7.84, -2.31, -2.60)
H (-7.87, -2.82, -0.91)
H (-7.60, -4.03, -2.21)
H (-6.12, -1.21, -3.39)
H (-4.29, 0.13, -4.30)
H (-2.79, -0.87, -4.45)
H (-2.94, 0.33, -3.15)
H (-2.46, -2.78, 0.78)
H (-2.06, -4.11, -0.36)
H (-3.46, -4.29, 0.74)
H (-5.48, -4.10, -0.27)